(w)
The following is a DFT calculation (ωB97M-V/def2-TZVPD) of a single C3H9NS2 molecule.

Its SMILES is CNCCSS. Its charge is 0. As for the LUMO energy: 0.01408 Eh. As for the molar mass: 123.2 g/mol. The calculation puts the gap between HOMO and LUMO at 9.015 eV.

Positions of all 15 atoms, in Å:
C: -2.2433 0.9555 -0.3086
N: -1.1803 0.4475 0.5840
C: 0.1851 0.5632 0.0528
C: 1.1941 -0.2090 0.9080
S: 1.2826 -2.1402 0.2426
S: 2.5086 -1.5523 -1.3558
H: -2.1395 2.0147 -0.2822
H: -3.2122 0.5480 -0.0474
H: -2.1733 0.6060 -1.3472
H: -1.3973 -0.5052 0.9939
H: 0.1615 0.1980 -0.9927
H: 0.3333 1.7302 0.0047
H: 0.8831 -0.3755 1.9185
H: 2.2115 0.2493 0.8125
H: 3.5860 -2.5303 -1.1832

Results of the natural (NBO) charge analysis, in e, for atoms 1 through 5: atom 1 (C): -0.413, atom 2 (N): -0.643, atom 3 (C): -0.255, atom 4 (C): -0.415, atom 5 (S): -0.010

(x)
The following is a DFT calculation (ωB97M-V/def2-TZVPD) of a single C3H9NS2 molecule.

Its SMILES is CNCCSS. Its charge is 0. As for the LUMO energy: 0.02064 Eh. As for the molar mass: 123.2 g/mol. The calculation puts the gap between HOMO and LUMO at 8.882 eV.

Positions of all 15 atoms, in Å:
C: -0.3358 -2.0350 -1.0640
N: -0.6205 -0.6080 -0.9048
C: -0.2380 -0.1564 0.4398
C: -0.7642 1.2666 0.6891
S: 0.3254 2.5973 0.1189
S: 1.9262 2.2680 1.3499
H: -1.1732 -2.6089 -0.6320
H: -0.2040 -2.4336 -2.0603
H: 0.5156 -2.4094 -0.4655
H: 0.0290 -0.2030 -1.5839
H: 0.8517 -0.1542 0.5615
H: -0.6759 -0.8600 1.1396
H: -1.6927 1.3845 0.1304
H: -0.9137 1.3839 1.7609
H: 2.9700 2.5683 0.5204

Results of the natural (NBO) charge analysis, in e, for atoms 1 through 5: atom 1 (C): -0.425, atom 2 (N): -0.621, atom 3 (C): -0.240, atom 4 (C): -0.540, atom 5 (S): 0.091

(y)
The following is a DFT calculation (ωB97M-V/def2-TZVPD) of 2 unconnected molecules or ions with the total composition C3H9NS2.

Its SMILES is C=NC.CSS. Its charge is 0. As for the LUMO energy: 0.02497 Eh. As for the molar mass: 123.2 g/mol. The calculation puts the gap between HOMO and LUMO at 8.994 eV.

Positions of all 15 atoms, in Å:
C: 0.2626 -1.9997 -0.2810
N: 0.2402 -0.9617 0.4236
C: -0.2291 -1.0255 1.8135
H: 0.9023 -2.0526 -1.1596
H: -0.3610 -2.8693 -0.0246
H: -1.2412 -1.4181 1.8288
H: 0.6127 -1.3298 2.4353
H: -0.3181 0.0216 2.1268
C: -0.7671 1.9685 -1.4546
S: 0.9944 1.7050 -1.8152
S: 1.8167 1.6719 0.1253
H: -1.1026 1.4580 -0.5518
H: -0.9788 3.0270 -1.3437
H: -1.2295 1.4613 -2.3007
H: 1.3986 0.3433 0.1778

Results of the natural (NBO) charge analysis, in e, for atoms 1 through 5: atom 1 (C): -0.011, atom 2 (N): -0.423, atom 3 (C): -0.468, atom 4 (H): 0.185, atom 5 (H): 0.141

The least stable of them is (y).

(w)
The following is a DFT calculation (ωB97M-V/def2-TZVPD) of 2 unconnected molecules or ions with the total composition C5H12N3O.

Its charge is +1. As for the LUMO energy: -0.11901 Eh. As for the molar mass: 130.2 g/mol. The calculation puts the gap between HOMO and LUMO at 11.013 eV.

Positions of all 21 atoms, in Å:
C: 1.4659 -0.7155 1.0389
C: 0.6156 -0.1798 -0.8814
C: 1.4225 1.6954 0.5457
C: -0.0189 -2.4512 -1.6926
C: -2.0234 1.4069 0.9165
N: 1.0807 -1.8343 0.4636
N: 1.2528 0.3231 0.2180
N: 0.6173 -1.5099 -0.7187
O: -1.6422 0.3154 0.1951
H: 1.8619 -0.7594 2.0464
H: 0.1116 0.3867 -1.5994
H: 1.4408 1.8562 1.5612
H: 2.4349 2.0925 0.0937
H: 0.5928 2.4547 0.2513
H: 0.3854 -2.3233 -2.6710
H: 0.2709 -3.4715 -1.4228
H: -1.1495 -2.4684 -1.5765
H: -2.1367 1.2511 1.9960
H: -2.9683 1.8387 0.6583
H: -1.2341 2.1623 0.8061
H: -2.3801 -0.0694 -0.2283

Results of the natural (NBO) charge analysis, in e, for atoms 1 through 5: atom 1 (C): 0.192, atom 2 (C): 0.291, atom 3 (C): -0.437, atom 4 (C): -0.433, atom 5 (C): -0.246

(x)
The following is a DFT calculation (ωB97M-V/def2-TZVPD) of 2 unconnected molecules or ions with the total composition C5H12N3O.

Its charge is +1. As for the LUMO energy: -0.11441 Eh. As for the molar mass: 130.2 g/mol. The calculation puts the gap between HOMO and LUMO at 9.284 eV.

Positions of all 21 atoms, in Å:
C: 0.3284 -1.8145 0.9109
C: -0.6032 -1.4892 -0.2256
C: -0.2344 -0.2748 -1.0251
C: 0.7124 -0.0766 -1.9923
N: 0.4913 1.1858 -2.4604
C: -0.5883 1.6779 -1.8207
N: -1.0444 0.8286 -0.9374
N: 0.3931 -0.7174 1.9148
H: 1.3516 -2.0539 0.6172
H: 0.0973 -2.7253 1.4681
H: -0.7799 -2.3663 -0.8485
H: -1.5968 -1.3209 0.1917
H: 1.5943 -0.6021 -2.3213
H: 0.8896 1.5981 -3.2883
H: -0.9587 2.6716 -2.0300
H: -0.5312 -0.4048 2.2481
H: 0.9024 -0.9989 2.7519
H: 0.7962 0.1565 1.5603
H: -1.0989 2.3616 1.3884
H: 0.3331 2.4656 1.9594
O: -0.4540 1.8993 1.9387

Results of the natural (NBO) charge analysis, in e, for atoms 1 through 5: atom 1 (C): -0.216, atom 2 (C): -0.459, atom 3 (C): 0.036, atom 4 (C): -0.090, atom 5 (N): -0.501

The least stable of them is (w).

(w)
The following is a DFT calculation (ωB97M-V/def2-TZVPD) of a single C4H6N4O2 molecule.

Its spin multiplicity is 3. Its charge is 0. As for the LUMO energy (alpha / beta): 0.01462 / -0.14593 Eh. As for the molar mass: 142.1 g/mol. As for the expectation value of S²: 2.01. The calculation puts the gap between HOMO and LUMO (alpha / beta) at 5.996 / 6.193 eV.

Positions of all 16 atoms, in Å:
C: -2.4894 1.9914 0.0186
C: -0.9966 0.1357 -0.0558
C: -1.8384 -2.0012 0.0807
C: 1.4080 0.3847 -0.2902
N: -2.6817 3.1213 0.0210
N: -0.7995 -1.1586 -0.0096
N: 0.0709 0.9304 -0.1592
N: -2.2402 0.6988 0.0168
O: -3.0306 -1.7240 0.0949
O: 2.3354 1.2090 0.3269
H: -1.5021 -3.0476 0.1311
H: 1.6941 0.3452 -1.3496
H: -0.0427 1.9298 -0.2612
H: -2.9848 -0.0322 0.0792
H: 1.3775 -0.6328 0.1179
H: 2.2370 1.1688 1.2861

Results of the natural (NBO) charge analysis, in e, for atoms 1 through 5: atom 1 (C): 0.397, atom 2 (C): 0.365, atom 3 (C): 0.236, atom 4 (C): 0.085, atom 5 (N): -0.365

(x)
The following is a DFT calculation (ωB97M-V/def2-TZVPD) of a single C4H6N4O2 molecule.

Its spin multiplicity is 3. Its charge is 0. As for the LUMO energy (alpha / beta): 0.01433 / -0.07949 Eh. As for the molar mass: 142.1 g/mol. As for the expectation value of S²: 2.02. The calculation puts the gap between HOMO and LUMO (alpha / beta) at 4.741 / 8.321 eV.

Positions of all 16 atoms, in Å:
C: -1.9683 0.3591 0.3368
C: -1.8791 -0.1544 1.5890
C: 2.3933 -0.6130 -0.3134
C: 0.1048 -0.2145 0.8088
N: -0.6917 0.3191 -0.2042
N: -0.5921 -0.5012 1.8663
N: 1.4534 -0.4860 0.7146
N: -0.3907 0.7316 -1.5581
O: 3.5054 -0.9663 -0.0344
O: 2.0288 -0.3428 -1.5560
H: -2.8025 0.7400 -0.2138
H: -2.6541 -0.3237 2.3071
H: 1.8156 -0.8388 1.5937
H: 1.1043 -0.0030 -1.6578
H: -1.2184 0.5540 -2.1236
H: -0.2088 1.7398 -1.5550

Results of the natural (NBO) charge analysis, in e, for atoms 1 through 5: atom 1 (C): -0.136, atom 2 (C): -0.041, atom 3 (C): 0.879, atom 4 (C): 0.500, atom 5 (N): -0.288

The least stable of them is (w).

(w)
The following is a DFT calculation (ωB97M-V/def2-TZVPD) of a molecular structure, C2H5N4.

Its charge is +1. As for the LUMO energy: -0.16045 Eh. As for the molar mass: 85.1 g/mol. The calculation puts the gap between HOMO and LUMO at 10.048 eV.

Positions of all 11 atoms, in Å:
C: 0.9172 0.1753 -0.0234
C: -0.0535 1.0299 -0.0430
N: 0.3670 -1.2370 0.0456
N: -2.6283 0.4439 0.0938
N: -1.0733 -1.2533 -0.0855
N: -1.6065 -0.1110 -0.0603
H: 1.9397 0.1773 0.1053
H: 0.6693 -1.4917 1.1082
H: -0.2365 2.0399 0.0702
H: 0.7041 -1.8903 -0.6515
H: -2.8630 1.3872 -0.1543

Results of the natural (NBO) charge analysis, in e, for atoms 1 through 5: atom 1 (C): -0.132, atom 2 (C): -0.086, atom 3 (N): -0.388, atom 4 (N): -0.325, atom 5 (N): -0.151

(x)
The following is a DFT calculation (ωB97M-V/def2-TZVPD) of 2 unconnected molecules or ions with the total composition C2H5N4.

Its charge is +1. As for the LUMO energy: -0.21329 Eh. As for the molar mass: 85.1 g/mol. The calculation puts the gap between HOMO and LUMO at 9.729 eV.

Positions of all 11 atoms, in Å:
C: 1.8816 0.7485 0.6202
C: 0.9333 -0.1815 0.1514
N: 2.6396 1.4153 1.1753
N: 0.6061 -1.2310 -0.2830
N: -0.9186 1.3603 0.0929
N: -0.2985 -2.0166 -0.7013
H: -1.8742 1.1246 0.5941
H: -0.5196 2.2450 0.3739
H: 0.0285 -3.0874 -0.7242
H: -1.2015 1.4913 -0.9075
H: -1.2767 -1.8686 -0.3918

Results of the natural (NBO) charge analysis, in e, for atoms 1 through 5: atom 1 (C): 0.123, atom 2 (C): 0.483, atom 3 (N): -0.063, atom 4 (N): -0.034, atom 5 (N): -1.051

(y)
The following is a DFT calculation (ωB97M-V/def2-TZVPD) of a gas-phase ion, C2H5N4 (charge +1).

Its SMILES is N#C/[N+](N)=C/N. Its charge is +1. As for the LUMO energy: -0.19197 Eh. As for the molar mass: 85.1 g/mol. The calculation puts the gap between HOMO and LUMO at 10.385 eV.

Positions of all 11 atoms, in Å:
N: 3.2933 0.3103 1.5059
C: 2.2750 0.2133 1.0301
N: 1.0543 0.0571 0.4620
N: 0.6122 -1.1691 0.0099
C: 0.0943 1.0583 0.4148
N: -0.9891 0.6993 -0.2755
H: 1.3372 -1.6107 -0.5694
H: 0.3562 -1.7395 0.8301
H: 0.2342 2.0905 0.8292
H: -1.6854 1.3943 -0.4543
H: -0.8846 -0.2141 -0.8303

Results of the natural (NBO) charge analysis, in e, for atoms 1 through 5: atom 1 (N): -0.172, atom 2 (C): 0.338, atom 3 (N): -0.270, atom 4 (N): -0.644, atom 5 (C): 0.406

The least stable of them is (w).